The following is a DFT calculation (ωB97M-V/def2-TZVPD) of a molecular structure, C4H9N3O in a non-equilibrium geometry.

CARTESIAN COORDINATES (ANGSTROEM)
C -1.084 -1.556 0.021
N -0.995 0.367 1.423
C 0.909 -0.016 -0.131
C -0.324 -0.335 0.497
N 1.570 -0.925 -0.906
N 1.660 1.049 0.214
C -1.128 1.457 -0.175
O -0.973 2.638 0.019
H -0.627 0.795 2.263
H 1.850 1.872 -0.345
H 1.025 -1.689 -1.275
H 2.225 -0.546 -1.577
H 1.585 1.476 1.132
H -1.820 1.048 -0.939
H -2.015 -1.662 0.580
H -1.336 -1.505 -1.042
H -0.524 -2.468 0.243

Values from the calculation:
Spin multiplicity: 1
HOMO-LUMO gap (alpha / beta): 7.7 / 7.7 eV
E_LUMO (alpha / beta): 0.82 / 0.82 eV
Energy: -10807.777 eV
HOMO energy (alpha / beta): -6.85 / -6.85 eV